# 1
DFT (ωB97M-V/def2-TZVPD) results for C15H19BBaF5O19P as an isolated structure at a distorted geometry.

Calculated values
Maximum force ... 6.88 eV/A
<S²> ... 0.758
Orbital gap (alpha / beta) ... 3.732 / 3.526 eV
Multiplicity ... 2
Net charge ... -1

Last column: Löwdin spin population.
Element x y z (Å)
Ba: -0.376 0.333 1.729  -0.0011
B: 1.371 -1.429 3.427  0.0016
H: 0.625 -2.050 2.954  0.0001
H: 0.750 -0.717 3.948  0.0019
H: 1.878 -2.069 4.132  0.0000
H: 1.989 -0.982 2.664  0.0004
P: -0.046 1.753 4.618  -0.0163
O: -1.363 1.184 3.955  -0.0087
O: 1.110 1.593 3.704  0.1019
O: 0.545 0.895 5.869  0.7558
O: -0.101 3.164 5.206  0.1645
C: -0.203 1.236 -4.146  0.0000
C: -0.355 2.695 -4.083  0.0000
O: -0.708 2.768 -2.646  0.0000
C: -0.576 1.689 -2.012  0.0000
O: -0.873 1.523 -0.825  0.0000
O: -0.072 0.775 -2.877  0.0000
F: -1.414 3.061 -4.740  0.0000
H: 0.702 1.085 -4.734  0.0000
H: -0.947 0.804 -4.815  0.0000
H: 0.453 3.312 -4.478  0.0000
C: -5.751 1.945 -0.433  0.0000
C: -4.997 3.259 -0.472  0.0000
O: -4.147 2.985 0.645  0.0000
C: -3.837 1.724 0.796  0.0000
O: -2.900 1.301 1.512  -0.0002
O: -4.719 1.035 0.144  0.0000
F: -5.734 4.354 -0.139  0.0000
H: -6.127 1.621 -1.404  0.0000
H: -6.645 1.989 0.189  0.0000
H: -4.347 3.333 -1.344  0.0000
C: 2.754 -3.070 -2.433  0.0000
C: 1.381 -3.326 -3.110  0.0000
O: 0.663 -2.222 -2.556  0.0000
C: 1.282 -1.675 -1.561  0.0000
O: 0.727 -1.014 -0.684  0.0000
O: 2.462 -2.151 -1.367  0.0000
F: 0.829 -4.445 -2.677  0.0000
H: 3.557 -2.720 -3.082  0.0000
H: 3.267 -3.962 -2.073  0.0000
H: 1.517 -3.477 -4.181  0.0000
C: 3.696 2.941 -1.714  0.0000
C: 4.525 3.250 -0.493  0.0000
O: 3.707 2.640 0.526  0.0000
C: 2.504 2.256 -0.008  0.0000
O: 1.628 1.611 0.582  0.0002
O: 2.412 2.814 -1.256  0.0000
F: 4.391 4.596 -0.304  0.0000
H: 3.968 2.041 -2.266  0.0000
H: 3.671 3.701 -2.495  0.0000
H: 5.589 3.040 -0.602  0.0000
C: -0.318 -5.322 2.278  0.0000
C: -0.916 -4.712 3.506  0.0000
O: -1.459 -3.528 2.914  0.0000
C: -1.245 -3.356 1.656  0.0000
O: -1.555 -2.241 1.108  0.0000
O: -0.569 -4.444 1.201  0.0000
F: -0.025 -4.468 4.479  0.0000
H: -0.695 -6.299 1.974  0.0000
H: 0.767 -5.285 2.377  0.0000
H: -1.703 -5.345 3.915  0.0000

Atoms 1-6, force components in eV/Å:
Ba 0.506 -0.378 2.312
B 0.013 -0.213 0.143
H -3.070 -3.023 -2.532
H -1.861 2.529 1.900
H 2.278 -2.358 2.665
H 2.616 1.916 -2.998


# 2
DFT (ωB97M-V/def2-TZVPD) results for C15H19Cl5GeO5RuSe as an isolated structure.

Calculated values
ΔE to the lowest compared entry with this formula, charge and spin ... 11.5 kcal per mole
Maximum force ... 0.73 eV/A
<S²> ... 0.759
Orbital gap (alpha / beta) ... 7.881 / 7.402 eV
Multiplicity ... 2
Net charge ... +1

Last column: Löwdin spin population.
Element x y z (Å)
Ru: 0.168 -0.472 0.427  0.8691
O: -1.456 3.368 0.515  -0.0001
C: -1.075 2.164 0.183  0.0012
O: -0.509 1.425 0.980  -0.0010
C: -1.363 1.803 -1.248  0.0018
O: -1.196 0.424 -1.475  0.0409
C: -2.414 -0.352 -1.535  0.0016
C: -2.652 -1.128 -0.239  0.0042
O: -3.691 -1.721 -0.111  0.0047
O: -1.668 -1.102 0.618  0.0329
H: -1.207 3.570 1.433  0.0000
H: -0.632 2.353 -1.852  0.0002
H: -2.357 2.165 -1.512  0.0002
H: -2.314 -1.065 -2.351  0.0003
H: -3.282 0.277 -1.726  0.0002
Cl: 2.047 2.443 -0.673  0.0045
C: 2.085 0.970 -1.593  0.0152
C: 1.429 -0.161 -1.123  -0.0262
C: 1.494 -1.290 -1.922  0.0145
Cl: 0.509 -2.625 -1.381  0.0052
C: 2.205 -1.365 -3.106  -0.0049
Cl: 2.213 -2.807 -4.022  -0.0036
C: 2.887 -0.228 -3.536  0.0202
Cl: 3.786 -0.268 -4.989  0.0080
C: 2.817 0.947 -2.787  -0.0051
Cl: 3.624 2.354 -3.326  -0.0036
C: 3.343 -3.807 3.198  -0.0001
Ge: 1.686 -2.840 3.511  0.0006
C: 0.440 -3.178 2.069  0.0062
C: 0.996 -3.219 5.282  0.0008
C: 1.890 -0.866 3.464  0.0099
Se: 2.162 0.093 1.788  0.0010
C: 3.687 -0.872 1.091  -0.0016
H: 3.158 -4.851 3.458  0.0000
H: 4.158 -3.445 3.823  0.0000
H: 3.660 -3.777 2.156  0.0000
H: 0.348 -4.238 1.832  0.0010
H: 0.849 -2.697 1.170  0.0017
H: -0.559 -2.790 2.259  0.0012
H: 0.793 -4.287 5.363  0.0001
H: 0.071 -2.677 5.476  0.0000
H: 1.727 -2.951 6.045  0.0000
H: 2.678 -0.493 4.118  -0.0008
H: 0.950 -0.445 3.832  0.0003
H: 3.441 -1.921 0.943  0.0001
H: 4.506 -0.763 1.798  -0.0004
H: 3.954 -0.405 0.147  0.0000

Atoms 1-6, force components in eV/Å:
Ru -0.016 0.401 -0.594
O -0.024 0.029 -0.062
C -0.071 0.020 0.044
O 0.211 -0.214 0.225
C 0.140 -0.002 -0.040
O -0.399 0.011 -0.109


# 3
DFT (ωB97M-V/def2-TZVPD) results for an isolated molecule of C15H19ClN2O2 at a distorted geometry.

Calculated values
ΔE to the lowest compared entry with this formula, charge and spin ... 69.6 kcal per mole
SMILES string ... CCCC(=O)NCCC1=c2cc(OC)c(Cl)cc2=NC1
Maximum force ... 6.63 eV/A
Orbital gap ... 7.003 eV

Last column: Mulliken charge in e.
Element x y z (Å)
C: 1.581 0.491 -1.757  -0.9049
C: 2.908 0.362 -0.989  -0.5131
C: 2.637 0.023 0.520  -0.1048
C: 1.989 1.082 1.353  0.3430
O: 2.468 2.228 1.323  -0.6817
N: 0.849 0.766 1.999  -0.0762
C: -0.008 1.715 2.701  -0.7293
C: -1.430 1.148 2.741  -0.9537
C: -2.002 0.983 1.340  0.0573
C: -1.760 0.007 0.432  1.0174
C: -0.987 -1.201 0.357  0.1381
C: -0.835 -1.917 -0.781  -1.0556
O: 0.001 -3.050 -0.688  -0.4509
C: 0.780 -3.502 -1.760  -0.5739
C: -1.532 -1.425 -1.969  0.8804
Cl: -1.557 -2.340 -3.502  -0.2195
C: -2.328 -0.225 -1.925  -0.8802
C: -2.432 0.372 -0.699  0.0548
N: -3.082 1.507 -0.594  -0.8341
C: -2.756 2.095 0.720  -0.5205
H: 0.885 -0.339 -1.571  -0.0238
H: 1.152 1.485 -1.491  0.3432
H: 1.768 0.593 -2.798  0.4696
H: 3.570 1.329 -1.213  0.2754
H: 3.537 -0.506 -1.455  0.3010
H: 2.062 -0.918 0.433  0.1308
H: 3.617 -0.067 1.039  0.2991
H: 0.425 -0.084 1.739  0.1655
H: -0.081 2.583 2.043  0.3517
H: 0.462 1.973 3.632  0.4563
H: -1.329 0.184 3.355  0.2824
H: -2.193 1.815 3.226  0.4047
H: -0.551 -1.679 1.226  0.6989
H: 0.030 -3.994 -2.507  0.2507
H: 1.275 -2.565 -2.132  0.2143
H: 1.527 -4.236 -1.501  0.2598
H: -2.900 0.060 -2.820  0.4483
H: -3.638 2.285 1.411  0.3547
H: -2.124 2.963 0.564  0.3245

Atoms 1-6, force components in eV/Å:
C 0.285 1.093 0.995
C 1.618 0.374 -0.925
C 1.271 -0.421 -0.943
C 0.011 2.411 -1.369
O -0.632 -1.210 0.674
N 0.196 0.276 0.629


# 4
DFT (ωB97M-V/def2-TZVPD) results for C15H19F5N4OPRhS2 as an isolated structure.

Calculated values
ΔE to the lowest compared entry with this formula, charge and spin ... 9.4 kcal per mole
Maximum force ... 0.95 eV/A
Orbital gap (alpha / beta) ... 6.661 / 6.662 eV
Net charge ... +2

Last column: Mulliken charge in e.
Element x y z (Å)
Rh: 0.857 -1.138 1.155  -1.3034
F: -1.813 -2.631 1.362  -0.4511
C: -1.223 -2.978 0.193  0.9901
C: -0.009 -2.418 -0.143  -0.3243
C: 0.558 -2.836 -1.317  0.5047
F: 1.755 -2.345 -1.697  -0.1592
C: -0.050 -3.761 -2.149  -0.1009
F: 0.536 -4.126 -3.276  -0.2685
C: -1.276 -4.296 -1.793  0.7546
F: -1.871 -5.174 -2.575  -0.2596
C: -1.871 -3.902 -0.606  0.2479
F: -3.038 -4.403 -0.242  -0.2730
S: 1.253 -2.573 2.939  -0.2400
C: 1.602 -0.965 3.270  0.4523
N: 1.692 0.194 3.158  -0.4654
C: -1.104 3.453 0.109  -0.7044
N: -1.593 2.797 1.423  0.0757
C: -3.015 2.259 1.184  -0.7246
N: -3.028 1.374 0.073  0.1928
C: -2.553 2.045 -1.139  -0.8348
N: -1.184 2.531 -0.971  0.2040
C: -0.208 1.438 -0.892  -1.0336
P: -0.580 0.391 0.566  2.8166
C: -0.663 1.702 1.862  -1.3914
C: -2.381 0.090 0.325  -1.1865
H: -0.084 3.792 0.281  0.3738
H: -1.757 4.307 -0.062  0.3538
H: -1.629 3.513 2.152  0.3586
H: -3.641 3.129 0.991  0.3713
H: -3.335 1.766 2.100  0.3824
H: -3.207 2.891 -1.351  0.3058
H: -2.597 1.355 -1.979  0.3699
H: 0.807 1.828 -0.805  0.4599
H: -0.250 0.835 -1.800  0.4177
H: 0.331 2.112 2.035  0.5067
H: -1.022 1.286 2.804  0.4297
H: -2.809 -0.391 1.203  0.4694
H: -2.534 -0.583 -0.520  0.4451
C: 3.939 -0.404 -1.912  -0.9784
S: 3.499 -0.773 -0.234  0.5953
C: 4.649 0.275 0.620  -1.0446
O: 2.144 -0.039 -0.026  -0.5873
H: 3.838 0.668 -2.073  0.3477
H: 3.281 -0.970 -2.564  0.2726
H: 4.971 -0.726 -2.055  0.4737
H: 5.649 -0.124 0.454  0.4728
H: 4.405 0.231 1.681  0.3476
H: 4.562 1.292 0.241  0.3386

Atoms 1-6, force components in eV/Å:
Rh 0.952 -0.071 0.002
F 0.055 0.023 -0.181
C -0.336 -0.203 0.236
C 0.089 0.356 0.520
C 0.098 -0.071 -0.401
F -0.050 -0.098 -0.109


Molar mass, respectively: 777.4 709.2 294.8 564.3 g/mol.